[1]
C32H37ClN2PbSi2 as an isolated structure. Source: the Open Molecules 2025 dataset; level of theory: ωB97M-V/def2-TZVPD.

Last column: Löwdin charge in e.
Element x y z (Å)
1 C -2.38 -1.18 5.80  -0.07
2 C -3.13 -0.49 4.80  -0.08
3 C -3.05 -1.24 3.59  -0.23
4 H -3.71 0.43 4.96  0.12
5 C -2.23 -2.38 3.83  -0.07
6 C -1.81 -2.34 5.19  -0.08
7 H -1.16 -3.06 5.68  0.11
8 H -2.30 -0.89 6.85  0.12
9 H -3.62 -1.05 2.68  0.08
10 H -1.99 -3.16 3.10  0.11
11 Pb -1.04 0.71 2.06  1.15
12 Si -1.32 0.05 -2.57  0.88
13 C -0.99 1.42 -3.79  -0.33
14 C 0.31 1.28 -4.31  -0.12
15 H 0.86 0.33 -4.19  0.10
16 C 0.91 2.36 -4.95  -0.07
17 H 1.93 2.23 -5.30  0.12
18 C 0.19 3.54 -5.13  -0.06
19 H 0.65 4.36 -5.69  0.12
20 C -1.11 3.65 -4.65  -0.07
21 H -1.68 4.56 -4.81  0.11
22 C -1.71 2.60 -3.94  -0.10
23 H -2.70 2.69 -3.49  0.11
24 C -0.96 -1.33 -3.98  -0.26
25 C -1.53 -1.23 -5.29  -0.09
26 H -2.41 -0.61 -5.46  0.12
27 C -0.92 -1.82 -6.40  -0.06
28 H -1.30 -1.64 -7.41  0.12
29 C 0.22 -2.63 -6.26  -0.06
30 H 0.77 -2.99 -7.14  0.12
31 C 0.63 -2.90 -4.95  -0.07
32 H 1.48 -3.55 -4.79  0.11
33 C -0.01 -2.34 -3.82  -0.12
34 H 0.31 -2.71 -2.84  0.08
35 H -2.67 -0.13 -1.98  0.02
36 Si 2.68 -0.23 -1.46  0.95
37 C 1.91 -1.58 -0.32  -0.32
38 C 0.58 -1.97 -0.54  -0.19
39 H 0.06 -1.52 -1.38  0.02
40 C -0.09 -2.95 0.17  -0.08
41 H -1.13 -3.20 -0.05  0.12
42 C 0.56 -3.63 1.19  -0.08
43 H 0.05 -4.42 1.76  0.12
44 C 1.88 -3.27 1.46  -0.08
45 H 2.41 -3.83 2.24  0.12
46 C 2.57 -2.30 0.71  -0.08
47 H 3.63 -2.12 0.93  0.12
48 C 1.43 1.19 -1.54  -0.33
49 C -0.04 1.09 -1.30  -0.39
50 H -0.33 0.26 -0.63  0.00
51 C -0.77 2.34 -1.07  -0.14
52 H -1.85 2.32 -0.87  0.12
53 C -0.17 3.56 -1.20  -0.05
54 H -0.78 4.47 -1.13  0.14
55 C 1.17 3.65 -1.57  0.02
56 H 1.61 4.63 -1.79  0.14
57 C 1.94 2.49 -1.73  -0.09
58 H 2.98 2.65 -2.05  0.13
59 H 3.90 0.27 -1.00  -0.05
60 Cl 1.37 1.30 1.59  0.04
61 N 0.78 -0.77 3.87  -0.03
62 C 1.37 -0.57 5.22  -0.24
63 C 0.80 0.64 5.93  -0.18
64 C 0.93 1.91 5.09  -0.25
65 N -0.30 2.10 4.29  -0.09
66 H 1.50 -0.46 3.21  -0.03
67 H 0.63 -1.76 3.67  0.06
68 H 1.12 -1.45 5.82  0.11
69 H 2.47 -0.46 5.15  0.13
70 H -0.27 0.47 6.18  0.10
71 H 1.35 0.80 6.88  0.13
72 H 1.07 2.78 5.75  0.13
73 H 1.79 1.88 4.41  0.09
74 H -1.10 2.15 4.93  0.08
75 H -0.27 2.99 3.80  0.07

## Properties
2S+1: 1
Orbital gap (spin up / spin down), eV: 5.551 / 5.738
HOMO level (spin up / spin down), hartree: -0.476 / -0.490
Lowest unoccupied orbital energy (spin up / spin down), Eh: -0.2723 / -0.2790
Energy above the lowest of the compared OMol25 structures with the same formula, charge and spin, kcal per mole: 51.1
Charge: +2
Molecular weight, g mol⁻¹: 748.49

[2]
C32H37ClN2Si2Y as an isolated structure. Source: the Open Molecules 2025 dataset; level of theory: ωB97M-V/def2-TZVPD.

Last column: Löwdin charge in e.
Element x y z (Å)
1 C -1.10 -1.28 0.22  -0.21
2 C -1.77 -0.71 -0.91  -0.18
3 C -1.93 -1.75 -1.87  -0.19
4 H -2.19 0.29 -0.98  0.11
5 C -1.32 -2.94 -1.37  -0.18
6 C -0.82 -2.65 -0.07  -0.21
7 H -0.39 -3.38 0.62  0.12
8 H -0.97 -0.78 1.18  0.10
9 H -2.52 -1.69 -2.79  0.11
10 H -1.31 -3.91 -1.86  0.12
11 Y 0.68 -1.30 -1.64  1.16
12 Si 1.81 2.88 -4.20  0.76
13 C 0.41 3.99 -4.77  -0.33
14 C 0.50 4.71 -5.97  -0.11
15 H 1.42 4.65 -6.56  0.10
16 C -0.57 5.49 -6.42  -0.08
17 H -0.49 6.03 -7.36  0.11
18 C -1.75 5.58 -5.67  -0.08
19 H -2.59 6.18 -6.02  0.11
20 C -1.82 4.92 -4.44  -0.08
21 H -2.71 5.02 -3.82  0.11
22 C -0.74 4.15 -3.98  -0.12
23 H -0.80 3.68 -2.99  0.09
24 C 1.23 1.09 -4.22  -0.33
25 C -0.09 0.74 -3.93  -0.14
26 H -0.81 1.51 -3.63  0.11
27 C -0.57 -0.58 -4.20  -0.26
28 H -1.64 -0.75 -4.28  0.12
29 C 0.32 -1.72 -3.99  -0.34
30 H -0.03 -2.75 -3.87  0.15
31 C 1.73 -1.37 -4.21  -0.22
32 H 2.49 -2.15 -4.18  0.09
33 C 2.03 -0.03 -4.65  -0.16
34 H 3.02 0.16 -5.09  0.14
35 H 1.98 3.28 -2.78  -0.03
36 Si 0.57 -1.04 -5.68  0.63
37 C 0.65 -2.52 -6.87  -0.20
38 C -0.21 -2.54 -7.97  -0.08
39 H -1.04 -1.83 -8.03  0.11
40 C 0.00 -3.43 -9.03  -0.06
41 H -0.64 -3.38 -9.91  0.11
42 C 1.05 -4.35 -8.97  -0.06
43 H 1.25 -5.01 -9.81  0.11
44 C 1.85 -4.41 -7.82  -0.07
45 H 2.65 -5.15 -7.74  0.11
46 C 1.64 -3.51 -6.76  -0.08
47 H 2.27 -3.57 -5.88  0.10
48 C 0.10 0.35 -6.93  -0.25
49 C -1.15 0.97 -6.95  -0.09
50 H -1.97 0.62 -6.31  0.11
51 C -1.37 2.07 -7.78  -0.07
52 H -2.34 2.57 -7.77  0.11
53 C -0.35 2.54 -8.61  -0.09
54 H -0.52 3.40 -9.26  0.11
55 C 0.91 1.94 -8.57  -0.08
56 H 1.73 2.32 -9.19  0.11
57 C 1.13 0.85 -7.73  -0.09
58 H 2.13 0.39 -7.69  0.11
59 H 3.01 3.25 -4.87  -0.02
60 Cl 2.34 -3.18 -1.70  0.01
61 N 1.07 1.02 -0.94  -0.05
62 C 2.42 1.30 -0.40  -0.24
63 C 2.47 1.12 1.11  -0.18
64 C 1.82 -0.14 1.65  -0.23
65 N 1.90 -1.27 0.69  -0.08
66 H 0.33 1.26 -0.27  0.10
67 H 0.89 1.60 -1.76  0.03
68 H 3.12 0.61 -0.88  0.11
69 H 2.72 2.31 -0.68  0.10
70 H 3.53 1.12 1.42  0.12
71 H 2.01 1.98 1.61  0.12
72 H 2.30 -0.43 2.60  0.12
73 H 0.75 0.03 1.87  0.09
74 H 1.59 -2.14 1.14  0.08
75 H 2.88 -1.46 0.45  0.06

## Properties
2S+1: 1
Orbital gap (spin up / spin down), eV: 5.902 / 5.895
HOMO level (spin up / spin down), hartree: -0.360 / -0.360
Lowest unoccupied orbital energy (spin up / spin down), Eh: -0.1432 / -0.1434
Energy above the lowest of the compared OMol25 structures with the same formula, charge and spin, kcal per mole: 31.2
Charge: +1
Molecular weight, g mol⁻¹: 630.19

[3]
A 5-piece molecular cluster, C32H37F8OPSSi overall. Source: the Open Molecules 2025 dataset; level of theory: ωB97M-V/def2-TZVPD.

Last column: Löwdin charge in e.
Element x y z (Å)
1 C -1.41 1.98 0.25  -0.22
2 Si -2.47 1.31 -1.15  0.48
3 C -4.00 2.38 -1.50  -0.28
4 C -4.92 2.47 -0.29  -0.26
5 O -6.27 2.71 -0.67  -0.14
6 C -6.56 4.07 -0.85  -0.09
7 C -7.62 4.29 -1.90  -0.47
8 F -8.34 5.35 -1.50  0.13
9 F -7.11 4.62 -3.06  0.17
10 C -8.64 3.13 -2.06  -0.38
11 F -9.66 3.63 -2.74  0.17
12 F -9.10 2.83 -0.86  0.18
13 C -8.13 1.88 -2.84  -0.40
14 F -6.84 1.95 -3.16  0.15
15 F -8.80 1.81 -3.98  0.17
16 C -8.37 0.52 -2.15  -0.36
17 F -9.65 0.22 -2.17  0.14
18 F -7.89 0.48 -0.93  0.13
19 P -1.17 1.30 -2.98  0.17
20 S 0.38 0.10 -2.77  0.06
21 H -1.88 2.83 0.72  0.02
22 H -1.24 1.21 0.99  0.03
23 H -0.43 2.25 -0.12  0.01
24 H -2.84 -0.10 -0.92  -0.01
25 H -3.63 3.38 -1.73  0.08
26 H -4.49 1.95 -2.36  0.07
27 H -4.59 3.23 0.41  0.12
28 H -4.94 1.54 0.26  0.12
29 H -6.90 4.48 0.10  0.15
30 H -5.70 4.67 -1.15  0.14
31 H -7.85 -0.23 -2.74  0.17
32 H -1.92 1.04 -4.15  -0.06
33 H -0.69 2.62 -3.16  -0.06
34 C 3.04 4.40 2.47  -0.09
35 C 2.66 5.32 3.44  -0.10
36 C 1.49 6.05 3.27  -0.10
37 C 0.70 5.86 2.15  -0.10
38 C 1.09 4.94 1.19  -0.11
39 C 2.25 4.21 1.35  -0.09
40 H 3.95 3.82 2.60  0.10
41 H 3.28 5.48 4.31  0.10
42 H 1.19 6.77 4.03  0.10
43 H -0.21 6.42 2.03  0.10
44 H 0.47 4.79 0.30  0.09
45 H 2.55 3.49 0.59  0.10
46 C 2.60 -4.88 -0.84  -0.09
47 C 2.25 -3.67 -1.44  -0.10
48 C 1.19 -2.93 -0.94  -0.10
49 C 0.47 -3.40 0.15  -0.09
50 C 0.81 -4.61 0.74  -0.10
51 C 1.88 -5.34 0.25  -0.12
52 H 3.44 -5.45 -1.22  0.10
53 H 2.81 -3.31 -2.29  0.10
54 H 0.92 -1.99 -1.41  -0.01
55 H -0.36 -2.82 0.54  0.10
56 H 0.25 -4.97 1.59  0.10
57 H 2.15 -6.28 0.71  0.10
58 C 5.16 -0.27 -2.08  -0.09
59 C 6.34 0.02 -2.75  -0.10
60 C 7.49 -0.70 -2.48  -0.10
61 C 7.47 -1.71 -1.54  -0.10
62 C 6.30 -2.01 -0.86  -0.10
63 C 5.14 -1.29 -1.13  -0.10
64 H 4.26 0.28 -2.29  0.10
65 H 6.35 0.82 -3.49  0.10
66 H 8.41 -0.47 -3.01  0.10
67 H 8.38 -2.28 -1.33  0.10
68 H 6.29 -2.80 -0.12  0.10
69 H 4.23 -1.52 -0.60  0.09
70 C 3.50 -6.90 3.97  -0.09
71 C 4.43 -7.48 4.82  -0.10
72 C 5.68 -6.90 4.97  -0.10
73 C 6.01 -5.75 4.26  -0.10
74 C 5.08 -5.18 3.40  -0.09
75 C 3.82 -5.75 3.26  -0.09
76 H 2.51 -7.35 3.86  0.10
77 H 4.18 -8.37 5.37  0.10
78 H 6.41 -7.35 5.64  0.10
79 H 6.98 -5.30 4.37  0.10
80 H 5.33 -4.29 2.84  0.10
81 H 3.10 -5.31 2.59  0.07

## Properties
2S+1: 1
Orbital gap, eV: 8.876
HOMO level, hartree: -0.318
Lowest unoccupied orbital energy, Eh: 0.0085
Molecular weight, g mol⁻¹: 680.76

The DFT total energy results, record by record, are as follows: -70270.7923 -66080.0299 -85572.5699 eV.